# C37H68Cl2F12N11O15S4

A 13-piece molecular cluster, C37H68Cl2F12N11O15S4 overall (ωB97M-V/def2-TZVPD, the Open Molecules 2025 dataset).

## Properties
- Gap between HOMO and LUMO: 5.5172 eV
- Net charge: +1
- Highest occupied orbital energy: -9.3 eV

Last columns: bonded neighbours and bond lengths (Å).
Geometry (Å):
1 C 24.554 5.498 12.103  C2 1.503, H8 1.092, H9 1.092, H10 1.090
2 C 23.135 5.346 11.632  C1 1.503, O3 1.175, N4 1.514
3 O 22.475 6.169 11.115  C2 1.175
4 N 22.614 3.937 11.815  C2 1.514, H5 1.018, H6 1.021, C7 1.547
5 H 23.356 3.270 12.018  N4 1.018
6 H 21.984 3.923 12.618  N4 1.021
7 C 22.001 3.341 10.526  N4 1.547, H11 1.090, H12 1.089, H13 1.081
8 H 25.071 4.543 11.994  C1 1.092
9 H 24.605 5.815 13.147  C1 1.092
10 H 25.078 6.227 11.486  C1 1.090
11 H 22.216 2.284 10.690  C7 1.090
12 H 22.582 3.560 9.632  C7 1.089
13 H 20.956 3.600 10.430  C7 1.081
14 C 17.844 1.121 9.037  C15 1.486, H21 1.091, H22 1.096, H23 1.090
15 C 17.908 2.190 10.068  C14 1.486, O16 1.182, N17 1.505
16 O 18.611 3.140 10.064  C15 1.182
17 N 16.961 2.011 11.225  C15 1.505, H18 1.022, H19 1.022, C20 1.550
18 H 16.582 1.063 11.195  N17 1.022
19 H 17.426 2.053 12.135  N17 1.022
20 C 15.884 3.126 11.244  N17 1.550, H24 1.087, H25 1.086, H26 1.089
21 H 16.878 0.949 8.561  C14 1.091
22 H 18.192 0.150 9.407  C14 1.096
23 H 18.585 1.370 8.278  C14 1.090
24 H 15.210 2.959 10.407  C20 1.087
25 H 16.498 4.008 11.087  C20 1.086
26 H 15.391 3.169 12.215  C20 1.089
27 C 22.360 3.877 2.950  C28 1.487, H34 1.097, H35 1.092, H36 1.088
28 C 21.003 3.946 3.554  C27 1.487, O29 1.169, N30 1.538
29 O 20.780 3.886 4.700  C28 1.169
30 N 19.912 4.553 2.656  C28 1.538, H31 1.021, H32 1.024, C33 1.524
31 H 19.290 5.118 3.237  N30 1.021
32 H 20.337 5.223 2.010  N30 1.024
33 C 19.140 3.545 1.814  N30 1.524, H37 1.085, H38 1.088, H39 1.084
34 H 22.714 4.903 2.785  C27 1.097
35 H 22.399 3.379 1.979  C27 1.092
36 H 23.056 3.413 3.645  C27 1.088
37 H 18.086 3.796 1.867  C33 1.085
38 H 19.304 2.560 2.247  C33 1.088
39 H 19.562 3.584 0.816  C33 1.084
40 C 16.658 6.940 9.054  C41 1.521, H48 1.093, H49 1.088, H50 1.090
41 C 17.076 6.539 7.647  C40 1.521, N42 1.442, H51 1.097, H52 1.094
42 N 18.498 6.325 7.555  C41 1.442, C43 1.392, C46 1.333
43 C 19.173 5.211 7.064  N42 1.392, C44 1.365, H53 1.076
44 C 20.511 5.443 7.205  C43 1.365, N45 1.364, H54 1.077
45 N 20.676 6.693 7.724  C44 1.364, C46 1.328, C47 1.465
46 C 19.456 7.165 7.949  N42 1.333, N45 1.328, H55 1.079
47 C 21.899 7.439 8.032  N45 1.465, H56 1.088, H57 1.090, H58 1.087
48 H 17.206 7.852 9.308  C40 1.093
49 H 16.852 6.185 9.814  C40 1.088
50 H 15.588 7.144 9.094  C40 1.090
51 H 16.691 7.297 6.954  C41 1.097
52 H 16.586 5.647 7.247  C41 1.094
53 H 18.637 4.349 6.706  C43 1.076
54 H 21.355 4.792 7.052  C44 1.077
55 H 19.290 8.185 8.259  C46 1.079
56 H 22.177 8.170 7.277  C47 1.088
57 H 22.722 6.724 8.036  C47 1.090
58 H 21.755 7.792 9.050  C47 1.087
59 C 15.415 10.206 4.690  C60 1.537, H67 1.087, H68 1.099, H69 1.089
60 C 15.936 10.364 6.127  C59 1.537, N61 1.446, H70 1.092, H71 1.086
61 N 17.367 10.577 6.114  C60 1.446, C62 1.370, C65 1.336
62 C 18.319 9.674 5.717  N61 1.370, C63 1.372, H72 1.074
63 C 19.521 10.206 6.110  C62 1.372, N64 1.357, H73 1.083
64 N 19.281 11.406 6.696  C63 1.357, C65 1.334, C66 1.482
65 C 17.969 11.644 6.646  N61 1.336, N64 1.334, H74 1.076
66 C 20.260 12.395 7.205  N64 1.482, H75 1.093, H76 1.085, H77 1.085
67 H 15.994 9.653 3.955  C59 1.087
68 H 15.460 11.242 4.324  C59 1.099
69 H 14.352 10.007 4.563  C59 1.089
70 H 15.733 9.448 6.687  C60 1.092
71 H 15.491 11.213 6.638  C60 1.086
72 H 18.009 8.736 5.296  C62 1.074
73 H 20.523 9.806 6.018  C63 1.083
74 H 17.457 12.495 7.059  C65 1.076
75 H 20.363 12.200 8.276  C66 1.093
76 H 19.816 13.383 7.149  C66 1.085
77 H 21.220 12.214 6.732  C66 1.085
78 C 15.755 8.639 16.606  C79 1.535, H86 1.089, H87 1.086, H88 1.090
79 C 16.722 7.449 16.527  C78 1.535, N80 1.468, H89 1.086, H90 1.096
80 N 17.522 7.525 15.299  C79 1.468, C81 1.383, C84 1.336
81 C 18.373 8.547 14.921  N80 1.383, C82 1.352, H91 1.075
82 C 18.951 8.154 13.764  C81 1.352, N83 1.359, H92 1.081
83 N 18.468 6.928 13.429  C82 1.359, C84 1.349, C85 1.454
84 C 17.676 6.513 14.440  N80 1.336, N83 1.349, H93 1.076
85 C 18.736 6.165 12.220  N83 1.454, H94 1.091, H95 1.084, H96 1.089
86 H 15.002 8.458 15.840  C78 1.089
87 H 16.250 9.605 16.561  C78 1.086
88 H 15.207 8.611 17.548  C78 1.090
89 H 16.220 6.501 16.695  C79 1.086
90 H 17.470 7.409 17.326  C79 1.096
91 H 18.399 9.463 15.482  C81 1.075
92 H 19.535 8.688 13.028  C82 1.081
93 H 17.220 5.544 14.540  C84 1.076
94 H 18.347 6.768 11.398  C85 1.091
95 H 18.189 5.229 12.219  C85 1.084
96 H 19.804 6.074 12.028  C85 1.089
97 C 13.125 4.627 2.184  C98 1.539, H105 1.087, H106 1.089, H107 1.087
98 C 14.526 4.875 2.772  C97 1.539, N99 1.465, H108 1.087, H109 1.091
99 N 15.223 3.635 3.122  C98 1.465, C100 1.360, C103 1.342
100 C 15.255 2.491 2.388  N99 1.360, C101 1.368, H110 1.076
101 C 15.981 1.558 3.077  C100 1.368, N102 1.364, H111 1.076
102 N 16.361 2.147 4.247  C101 1.364, C103 1.350, C104 1.457
103 C 15.975 3.441 4.216  N99 1.342, N102 1.350, H112 1.075
104 C 17.342 1.669 5.212  N102 1.457, H113 1.086, H114 1.088, H115 1.093
105 H 12.727 5.525 1.718  C97 1.087
106 H 12.450 4.344 2.990  C97 1.089
107 H 13.146 3.851 1.423  C97 1.087
108 H 14.455 5.483 3.671  C98 1.087
109 H 15.118 5.436 2.047  C98 1.091
110 H 14.659 2.444 1.494  C100 1.076
111 H 16.346 0.586 2.796  C101 1.076
112 H 16.379 4.228 4.827  C103 1.075
113 H 18.163 2.350 5.416  C104 1.086
114 H 17.754 0.719 4.878  C104 1.088
115 H 16.752 1.480 6.113  C104 1.093
116 Cl 19.797 9.828 10.445  no bonds
117 Cl 15.142 3.349 7.356  no bonds
118 C 14.786 6.942 12.529  F119 1.320, F120 1.349, F121 1.337, S122 1.878
119 F 14.020 7.140 11.473  C118 1.320
120 F 15.964 6.418 12.134  C118 1.349
121 F 15.054 8.096 13.149  C118 1.337
122 S 13.918 5.816 13.756  C118 1.878, O123 1.477, O124 1.466, O125 1.440
123 O 13.750 4.558 13.001  S122 1.477
124 O 14.919 5.705 14.820  S122 1.466
125 O 12.686 6.493 14.068  S122 1.440
126 C 25.357 5.258 7.641  F127 1.343, F128 1.336, F129 1.346, S130 1.918
127 F 24.767 4.629 8.671  C126 1.343
128 F 26.227 4.434 7.051  C126 1.336
129 F 24.435 5.474 6.685  C126 1.346
130 S 26.164 6.933 8.113  C126 1.918, O131 1.450, O132 1.449, O133 1.448
131 O 27.428 6.876 7.407  S130 1.450
132 O 25.264 7.971 7.649  S130 1.449
133 O 26.262 6.802 9.551  S130 1.448
134 C 21.842 8.531 3.116  F135 1.316, F136 1.363, F137 1.348, S138 1.912
135 F 21.662 8.899 1.866  C134 1.316
136 F 20.639 8.398 3.743  C134 1.363
137 F 22.404 7.305 3.108  C134 1.348
138 S 22.904 9.777 4.102  C134 1.912, O139 1.449, O140 1.469, O141 1.460
139 O 24.134 9.828 3.338  S138 1.449
140 O 22.110 11.012 4.042  S138 1.469
141 O 22.975 9.167 5.427  S138 1.460
142 C 21.680 0.107 8.056  F143 1.331, F144 1.345, F145 1.333, S146 1.887
143 F 21.673 -0.998 7.313  C142 1.331
144 F 20.733 0.013 9.007  C142 1.345
145 F 22.871 0.204 8.646  C142 1.333
146 S 21.297 1.590 6.954  C142 1.887, O147 1.458, O148 1.465, O149 1.447
147 O 20.136 1.129 6.201  S146 1.458
148 O 20.960 2.617 7.943  S146 1.465
149 O 22.486 1.827 6.164  S146 1.447

These are the Mulliken partial charges, in e, on atoms 1 to 99: number 1, C, carries -1.0700; number 2, C, carries 0.4196; number 3, O, carries -0.3034; number 4, N, carries 0.0402; number 5, H, carries 0.4909; number 6, H, carries 0.3590; number 7, C, carries -0.6861; number 8, H, carries 0.4124; number 9, H, carries 0.3716; number 10, H, carries 0.2190; number 11, H, carries 0.4534; number 12, H, carries 0.2673; number 13, H, carries 0.0718; number 14, C, carries -0.7551; number 15, C, carries 0.2238; number 16, O, carries -0.3660; number 17, N, carries -0.0152; number 18, H, carries 0.4471; number 19, H, carries 0.4147; number 20, C, carries -0.7108; number 21, H, carries 0.4224; number 22, H, carries 0.4933; number 23, H, carries -0.2184; number 24, H, carries 0.2281; number 25, H, carries 0.0249; number 26, H, carries 0.6252; number 27, C, carries -1.2622; number 28, C, carries 0.2403; number 29, O, carries 0.0738; number 30, N, carries 0.0015; number 31, H, carries 0.2991; number 32, H, carries 0.4488; number 33, C, carries -0.7086; number 34, H, carries 0.3394; number 35, H, carries 0.4536; number 36, H, carries 0.2905; number 37, H, carries 0.2693; number 38, H, carries 0.3278; number 39, H, carries 0.3380; number 40, C, carries -0.7066; number 41, C, carries 0.4991; number 42, N, carries 1.1487; number 43, C, carries -0.8144; number 44, C, carries -1.0747; number 45, N, carries 1.0589; number 46, C, carries -1.4429; number 47, C, carries -0.3608; number 48, H, carries 0.4170; number 49, H, carries -0.5627; number 50, H, carries 0.6530; number 51, H, carries -0.2787; number 52, H, carries -0.2594; number 53, H, carries 0.9755; number 54, H, carries 0.9356; number 55, H, carries 0.2515; number 56, H, carries -0.1158; number 57, H, carries 0.0441; number 58, H, carries 0.3191; number 59, C, carries -1.2200; number 60, C, carries -0.1399; number 61, N, carries 0.3688; number 62, C, carries -0.6959; number 63, C, carries -0.7653; number 64, N, carries 0.2983; number 65, C, carries -0.1433; number 66, C, carries -0.8139; number 67, H, carries 0.3259; number 68, H, carries 0.3758; number 69, H, carries 0.4047; number 70, H, carries -0.0244; number 71, H, carries 0.3837; number 72, H, carries 0.8093; number 73, H, carries 0.4165; number 74, H, carries 0.3991; number 75, H, carries 0.3284; number 76, H, carries 0.3373; number 77, H, carries 0.3071; number 78, C, carries -1.0448; number 79, C, carries -0.6159; number 80, N, carries 0.4192; number 81, C, carries -0.4782; number 82, C, carries -0.4303; number 83, N, carries 0.3587; number 84, C, carries -0.5524; number 85, C, carries -0.5994; number 86, H, carries 0.2306; number 87, H, carries 0.3703; number 88, H, carries 0.3757; number 89, H, carries 0.3626; number 90, H, carries 0.4483; number 91, H, carries 0.4399; number 92, H, carries 0.4098; number 93, H, carries 0.5268; number 94, H, carries 0.2534; number 95, H, carries 0.1684; number 96, H, carries 0.1869; number 97, C, carries -1.2590; number 98, C, carries -0.3626; number 99, N, carries 0.4637